Record 1
This record from the Open Molecules 2025 dataset describes the molecule C4H6N2O. The level of theory is ωB97M-V/def2-TZVPD.

Geometry as XYZ:
```
13
Properties=species:S:1:pos:R:3:nbo_charge:R:1
N -2.18295 0.57987 -0.52195 -0.81
C -0.86259 0.13184 -0.30693 0.10
C -0.42039 -1.15539 -0.43480 -0.16
N 0.90712 -1.18894 -0.03444 -0.53
C 1.29712 0.08043 0.32079 0.43
O 2.47421 0.31295 0.97283 -0.69
C 0.23022 0.92573 0.13760 -0.41
H -2.83469 -0.08344 -0.11811 0.37
H -2.32557 1.46876 -0.05826 0.36
H -0.93366 -2.02117 -0.82858 0.21
H 1.44259 -2.04256 -0.05217 0.42
H 3.00024 1.00837 0.56187 0.49
H 0.20835 1.98355 0.36215 0.22
```

The SMILES is Nc1c[nH]c(O)c1. Its maximum force is 0.565 eV Å⁻¹. As for the spin multiplicity: 1. For the HOMO energy, the calculation gives -7.38 eV. Its total energy is -340.7540 hartree.

---

Record 2
This record from the Open Molecules 2025 dataset describes a cluster of 2 separate species, C4H6N2O in total. The level of theory is ωB97M-V/def2-TZVPD.

Geometry as XYZ:
```
13
Properties=species:S:1:pos:R:3:nbo_charge:R:1
C -2.14390 0.42719 0.25484 -0.65
C -0.57730 0.41659 -0.06999 0.39
C -0.55801 -0.91294 0.13794 -0.12
N 1.66081 -1.85708 -0.82310 -0.42
C 2.14436 -0.87797 -0.42560 0.46
N 2.66938 0.28734 -0.02276 -0.86
O 0.05190 1.45287 -0.21383 -0.63
H -2.56976 0.97944 -0.58429 0.24
H -2.67821 -0.52000 0.36614 0.26
H -2.23767 0.98252 1.18647 0.25
H -0.86465 -1.66553 -0.57726 0.23
H 1.97881 1.03675 -0.10772 0.45
H 3.12423 0.25081 0.87917 0.41
```

Its maximum force is 0.773 eV Å⁻¹. As for the spin multiplicity: 1. For the HOMO energy, the calculation gives -9.60 eV. Its total energy is -340.6251 hartree.

---

Record 3
This record from the Open Molecules 2025 dataset describes the molecule C4H6N2O in a non-equilibrium geometry. The level of theory is ωB97M-V/def2-TZVPD.

Geometry as XYZ:
```
13
Properties=species:S:1:pos:R:3:nbo_charge:R:1
C 2.29645 -0.49152 0.00522 -0.69
C 0.88566 -0.08779 -0.12983 0.51
N -0.20173 -0.78477 -0.03842 -0.50
C -1.28211 0.10865 0.00554 0.25
N -2.50923 -0.45832 -0.06483 -0.83
C -0.71376 1.32418 -0.08652 -0.05
O 0.67997 1.30715 -0.00492 -0.44
H 2.99444 -0.29463 -0.91506 0.24
H 2.50770 0.20526 0.88170 0.25
H 2.19375 -1.69426 0.20109 0.25
H -3.37953 0.11993 0.20606 0.41
H -2.43827 -1.49372 -0.01883 0.42
H -1.03335 2.23984 -0.04120 0.18
```

The SMILES is Cc1nc(N)co1. Its maximum force is 5.325 eV Å⁻¹. As for the spin multiplicity: 1. For the HOMO energy, the calculation gives -7.84 eV. Its total energy is -340.7120 hartree.

---

Record 4
This record from the Open Molecules 2025 dataset describes the molecule C4H6N2O in a non-equilibrium geometry. The level of theory is ωB97M-V/def2-TZVPD.

Geometry as XYZ:
```
13
Properties=species:S:1:pos:R:3:nbo_charge:R:1
C -1.61010 0.88595 0.54573 -0.03
N -1.11835 -0.25019 0.22799 -0.42
C 0.13648 -0.42175 -0.33324 0.12
C 1.29480 -1.20501 0.28810 -0.53
C 2.09942 0.14528 0.10885 0.69
O 3.20779 0.51508 0.24098 -0.57
N 1.04412 0.79894 -0.39397 -0.68
H -2.63240 0.95149 0.91921 0.18
H -1.00106 1.81365 0.47131 0.16
H 0.06292 -0.78050 -1.58388 0.18
H 1.75385 -1.94311 -0.41978 0.24
H 1.26152 -1.62446 1.27769 0.24
H 1.15245 1.55171 -1.18861 0.41
```

The SMILES is C=N[C@@H]1CC(=O)N1. Its maximum force is 5.257 eV Å⁻¹. As for the spin multiplicity: 1. For the HOMO energy, the calculation gives -9.67 eV. Its total energy is -340.7006 hartree.

---

Record 5
This record from the Open Molecules 2025 dataset describes the molecule C4H6N2O. The level of theory is ωB97M-V/def2-TZVPD.

Geometry as XYZ:
```
13
Properties=species:S:1:pos:R:3:nbo_charge:R:1
N -2.28036 0.44696 0.34479 -0.77
C -1.15549 -0.04350 0.05249 0.62
O -0.85405 -1.30728 -0.36100 -0.49
C 0.44203 -1.02844 -0.90081 -0.14
C 0.29481 0.48047 -0.83216 -0.02
C 1.19442 1.11814 0.12809 -0.29
N 0.06905 0.59877 0.94224 -0.49
H -3.02851 -0.18644 0.07824 0.37
H 1.21405 -1.50513 -0.28144 0.18
H 0.51348 -1.36867 -1.93791 0.21
H 1.27421 2.20481 0.12473 0.21
H 2.13342 0.62001 0.37262 0.21
H -0.50070 1.41332 1.18060 0.40
```

Its maximum force is 0.663 eV Å⁻¹. As for the spin multiplicity: 1. For the HOMO energy, the calculation gives -8.69 eV. Its total energy is -340.5774 hartree.

---

Record 6
This record from the Open Molecules 2025 dataset describes the molecule C4H6N2O in a non-equilibrium geometry. The level of theory is ωB97M-V/def2-TZVPD.

Geometry as XYZ:
```
13
Properties=species:S:1:pos:R:3:nbo_charge:R:1
H 3.54237 -0.26107 0.09869 0.34
N 2.57788 -0.60413 0.03750 -0.71
C 1.82236 0.45408 0.01256 0.28
N 0.46552 0.29130 -0.13071 -0.42
C -0.69834 1.18145 0.01664 -0.31
C -1.50057 -0.11487 -0.05920 0.59
O -2.69948 -0.36482 0.06643 -0.49
C -0.25092 -0.94497 -0.02069 -0.32
H 2.21123 1.46429 0.12814 0.17
H -0.75412 1.73982 0.95416 0.21
H -0.83335 1.88609 -0.79353 0.22
H -0.04294 -1.61224 -0.85365 0.23
H -0.06636 -1.56262 0.89135 0.23
```

The SMILES is [H]/N=C/N1CC(=O)C1. Its maximum force is 4.372 eV Å⁻¹. As for the spin multiplicity: 1. For the HOMO energy, the calculation gives -9.07 eV. Its total energy is -340.7140 hartree.

---

Record 7
This record from the Open Molecules 2025 dataset describes a structure of composition C4H6N2O in a non-equilibrium geometry. The level of theory is ωB97M-V/def2-TZVPD.

Geometry as XYZ:
```
13
Properties=species:S:1:pos:R:3:nbo_charge:R:1
N 0.77204 0.98401 0.27231 -0.56
C 1.08894 -0.28808 0.03980 0.74
N 2.37869 -0.71741 -0.08481 -0.82
C -0.63345 1.21203 0.25021 -0.28
C -2.48053 -0.57613 0.01087 -0.66
C -1.30155 0.03730 0.03002 0.25
O 0.09051 -1.05496 -0.15692 -0.54
H 1.45144 1.68482 0.51726 0.41
H 3.06166 -0.09682 -0.49275 0.39
H 2.47826 -1.69144 -0.32565 0.41
H -0.96782 2.17562 -0.09583 0.22
H -2.68820 -1.38678 -0.67251 0.21
H -3.25000 -0.28215 0.70800 0.22
```

Its maximum force is 1.520 eV Å⁻¹. As for the spin multiplicity: 1. For the HOMO energy, the calculation gives -6.58 eV. Its total energy is -340.6822 hartree.

---

Record 8
This record from the Open Molecules 2025 dataset describes the molecule C4H6N2O. The level of theory is ωB97M-V/def2-TZVPD.

Geometry as XYZ:
```
13
Properties=species:S:1:pos:R:3:nbo_charge:R:1
H -0.76319 -2.77813 -0.63238 0.35
N -0.78169 -1.78533 -0.39759 -0.62
C 0.38367 -1.28354 -0.47025 0.10
C 0.65766 0.14823 -0.18474 0.06
C 1.92896 0.56905 -0.18140 -0.37
N -0.39964 1.05099 0.00222 -0.55
C -1.38140 0.74104 0.74197 0.46
O -2.41887 1.57189 0.88710 -0.66
H 1.27647 -1.85945 -0.74886 0.16
H 2.16739 1.61030 0.00796 0.21
H 2.75125 -0.11778 -0.35905 0.20
H -1.50847 -0.16770 1.32753 0.18
H -2.23592 2.33263 0.30972 0.49
```

The SMILES is [H]/N=C/C(=C)/N=C/O. Its maximum force is 0.401 eV Å⁻¹. As for the spin multiplicity: 1. For the HOMO energy, the calculation gives -8.97 eV. Its total energy is -340.7302 hartree.